[1]
{"formula": "C40H39BF6", "method": "ωB97M-V/def2-TZVPD", "e_lumo_ev": -0.72, "homo_ev": -8.06, "largest_force_ev_per_a": 3.5, "total_energy_ev": -59093.5293, "smiles": "Cc1cc(C)c(CC[C@@H](C)c2c(C)cc(C)cc2C)c(C)c1.Fc1cccc(F)c1B(c1c(F)cccc1F)c1c(F)cccc1F", "multiplicity": 1, "e_above_lowest_kj_mol": 26.0, "symbols": ["C", "C", "C", "C", "C", "C", "C", "C", "C", "C", "C", "C", "C", "C", "C", "C", "C", "C", "C", "C", "C", "C", "H", "H", "H", "H", "H", "H", "H", "H", "H", "H", "H", "H", "H", "H", "H", "H", "H", "H", "H", "H", "H", "H", "H", "H", "H", "H", "H", "H", "H", "H", "F", "C", "C", "C", "C", "C", "F", "C", "B", "C", "C", "F", "C", "C", "C", "C", "F", "C", "C", "F", "C", "C", "C", "C", "F", "H", "H", "H", "H", "H", "H", "H", "H", "H"], "coordinates": [[6.14891, -1.24464, -1.50497], [4.74007, -1.18998, -0.99434], [3.63883, -1.18380, -1.84059], [2.33877, -1.22296, -1.35429], [1.21556, -1.37650, -2.32973], [2.07923, -1.12352, 0.02614], [0.63171, -1.00692, 0.46865], [0.16261, -2.05722, 1.54947], [-0.56072, -3.29367, 0.86013], [-1.12308, -4.33451, 1.84206], [-1.56517, -2.86462, -0.19743], [-2.48795, -1.84346, 0.12734], [-2.65277, -1.20802, 1.47290], [-3.23226, -1.25653, -0.90309], [-3.06412, -1.58992, -2.24636], [-3.70313, -0.80425, -3.36369], [-2.27441, -2.70781, -2.50230], [-1.61745, -3.40919, -1.50701], [-0.96188, -4.71219, -1.85742], [3.21622, -1.13245, 0.89341], [3.10836, -1.09206, 2.39105], [4.50569, -1.16592, 0.36326], [6.85583, -0.99917, -0.69521], [6.40925, -2.24311, -1.90906], [6.32314, -0.51953, -2.31290], [3.80225, -1.14521, -2.92207], [1.53482, -1.09683, -3.32234], [0.85997, -2.41472, -2.37761], [0.36751, -0.74202, -2.07341], [-0.06918, -1.18718, -0.39694], [0.35391, -0.03736, 0.69584], [-0.56131, -1.55311, 2.19197], [0.91630, -2.45781, 2.27223], [0.22182, -3.83274, 0.33786], [-1.74431, -5.08141, 1.29969], [-0.33788, -4.88821, 2.38514], [-1.76521, -3.83978, 2.60483], [-2.44349, -1.85592, 2.31330], [-1.98714, -0.34816, 1.54508], [-3.65715, -0.81181, 1.61879], [-3.91559, -0.44840, -0.64417], [-3.84939, -1.46169, -4.22725], [-4.66646, -0.39301, -3.04910], [-3.06859, 0.03503, -3.70000], [-2.18231, -3.05244, -3.54292], [-1.30618, -5.03243, -2.83347], [0.11223, -4.63122, -1.91708], [-1.18385, -5.48368, -1.14258], [3.93863, -0.51046, 2.81656], [2.18304, -0.63542, 2.70665], [3.18433, -2.08404, 2.82320], [5.35037, -1.14906, 1.04786], [-0.89733, 1.40428, -2.19878], [-1.94749, 1.89918, -1.46831], [-3.06569, 2.29062, -2.17202], [-4.18836, 2.61243, -1.38967], [-4.20606, 2.33339, -0.02054], [-3.01462, 1.98372, 0.59738], [-3.06474, 1.68138, 1.91675], [-1.78994, 1.93442, -0.05723], [-0.48799, 2.38230, 0.59783], [0.55437, 3.08174, -0.29927], [1.61077, 2.74054, -1.12825], [1.73433, 1.43014, -1.48515], [2.50704, 3.63057, -1.70397], [2.36560, 4.97266, -1.36520], [1.21827, 5.39258, -0.70689], [0.30977, 4.46217, -0.27926], [-0.94072, 4.93975, 0.02265], [-0.21444, 2.40678, 2.11351], [0.98859, 2.08962, 2.79612], [2.02685, 1.72291, 1.96847], [1.21733, 2.19500, 4.16442], [0.18755, 2.68009, 4.96043], [-0.98342, 3.12324, 4.36929], [-1.05984, 3.13221, 2.97582], [-1.96153, 3.99633, 2.40737], [-3.08742, 2.35132, -3.27492], [-5.06743, 3.05322, -1.85379], [-5.09472, 2.38828, 0.59477], [3.28647, 3.25214, -2.37167], [3.14918, 5.65568, -1.66302], [1.02028, 6.45068, -0.59909], [2.18154, 1.87278, 4.56476], [0.32253, 2.68821, 6.02835], [-1.82714, 3.49069, 4.97296]], "forces_ev_per_a": [[0.56, 0.05, -0.24], [-0.01, 0.05, -0.18], [0.20, -0.20, -0.26], [0.07, 0.02, 0.29], [-0.35, 0.10, -0.15], [1.00, -0.28, 0.01], [-0.02, -3.41, -0.57], [-0.56, -0.36, -0.08], [0.57, -0.07, 0.08], [-0.63, 0.09, 0.48], [-0.99, 0.38, 0.43], [0.02, -0.13, -1.13], [-0.10, 0.16, 0.28], [0.02, 0.24, -0.29], [0.20, -0.08, 0.53], [0.12, -0.12, -0.10], [-0.36, -0.02, -0.72], [0.29, 0.44, 0.85], [0.15, 0.42, -0.26], [-0.87, 0.21, -0.52], [0.31, 0.41, 0.08], [-0.36, -0.06, 0.27], [-0.20, -0.19, -0.32], [-0.15, 0.44, 0.25], [-0.10, -0.17, 0.15], [-0.09, -0.17, 0.27], [0.15, 0.05, -0.38], [0.05, 0.20, 0.09], [0.06, -0.09, -0.26], [1.09, 0.02, 0.89], [-0.14, 2.23, 1.18], [0.33, -0.19, 0.00], [-0.21, 0.39, -1.00], [0.37, 0.00, -0.34], [0.36, 0.47, 0.36], [-0.17, 0.33, -0.24], [0.28, -0.44, -0.43], [-0.05, -0.18, 0.04], [0.04, 0.00, 0.12], [-0.11, -0.10, -0.22], [0.03, -0.07, -0.04], [-0.12, 0.18, 0.07], [0.08, -0.03, -0.10], [-0.17, -0.38, 0.22], [-0.08, 0.02, 0.46], [-0.09, -0.15, -0.15], [0.55, 0.05, 0.05], [-0.16, -0.35, 0.37], [-0.23, -0.07, -0.14], [-0.24, 0.06, 0.22], [-0.12, -0.28, 0.07], [-0.08, -0.04, -0.02], [-0.72, 0.86, 0.62], [0.95, -0.40, -0.64], [-0.39, 0.26, 0.25], [0.06, -0.22, 0.18], [0.20, 0.06, -0.18], [-0.48, -0.11, 0.32], [-0.10, 0.51, -0.50], [-0.72, -0.30, -0.78], [0.40, -1.33, -0.58], [-0.03, 1.36, -0.58], [0.01, -0.94, -0.44], [0.12, 0.71, 0.53], [-0.03, -0.07, 0.41], [0.21, -0.62, -0.28], [0.48, 0.68, -0.25], [0.00, 0.37, -0.67], [0.69, -0.58, 0.63], [0.26, 1.41, 2.34], [0.20, -0.09, -1.23], [-0.68, -0.08, 0.88], [0.33, -0.32, -0.75], [-0.07, -0.52, -0.40], [-0.36, 0.49, 0.05], [-0.27, 0.08, -0.07], [0.13, -1.11, 0.47], [0.16, -0.07, 0.88], [0.06, -0.34, 0.01], [-0.03, 0.21, -0.15], [-0.24, 0.17, 0.43], [-0.25, 0.24, -0.11], [-0.13, -0.04, 0.10], [-0.36, 0.19, -0.15], [-0.13, 0.09, 0.19], [0.58, 0.10, -0.48]]}



[2]
{"formula": "C6H8N", "method": "ωB97M-V/def2-TZVPD", "e_lumo_ev": [-6.94, -6.94], "homo_ev": [-14.33, -14.33], "largest_force_ev_per_a": 7.0, "total_energy_ev": -7830.4457, "total_charge": 1, "smiles": "C=C1C=[N+]2C[C@@H]2C1", "multiplicity": 1, "e_above_lowest_kj_mol": 505.8, "symbols": ["C", "C", "C", "N", "C", "C", "C", "H", "H", "H", "H", "H", "H", "H", "H"], "coordinates": [[-2.33626, 0.31354, -0.05425], [-1.05056, 0.14075, 0.14308], [-0.24390, 1.31009, 0.12601], [1.23102, 0.91350, 0.31954], [1.88981, 0.17163, -0.70754], [1.22352, -0.53432, 0.41863], [-0.14450, -1.02182, 0.37163], [-3.02749, -0.48623, -0.30959], [-2.67965, 1.37151, 0.01406], [-0.54144, 2.26116, -0.13080], [2.89880, 0.19664, -0.65713], [1.44006, -0.14932, -1.61164], [1.88170, -1.11097, 1.04614], [-0.41481, -1.40865, 1.32355], [-0.12630, -1.96750, -0.29170]], "forces_ev_per_a": [[-2.37, 1.19, -0.55], [2.84, 0.68, 0.35], [5.40, -4.41, 0.40], [-5.36, 2.88, 1.06], [-2.31, -2.07, -0.67], [1.49, 0.43, 0.21], [-0.91, -3.08, -1.53], [-0.02, 0.20, 0.19], [-0.23, -1.12, -0.23], [-0.32, 2.26, -0.29], [3.01, 0.37, -0.08], [-0.44, 0.90, -1.22], [0.24, 0.63, 0.80], [-0.13, -0.46, 1.04], [-0.90, 1.61, 0.53]]}



[3]
{"formula": "CH2FNO", "method": "ωB97M-V/def2-TZVPD", "e_lumo_ev": -0.35, "homo_ev": -11.27, "largest_force_ev_per_a": 3.2, "total_energy_ev": -7320.1783, "multiplicity": 1, "e_above_lowest_kj_mol": 461.2, "symbols": ["C", "N", "O", "F", "H", "H"], "coordinates": [[1.41978, -0.74146, 0.11733], [0.79774, 0.19313, -0.31872], [2.06693, -1.68671, 0.07871], [0.60195, 1.46472, 0.16247], [-2.81296, 0.52850, 0.02058], [-2.07344, 0.24182, -0.06036]], "forces_ev_per_a": [[1.03, 0.67, -0.25], [-2.10, 2.17, -1.07], [0.65, -1.80, 0.90], [0.42, -1.03, 0.42], [1.59, -0.62, -0.17], [-1.59, 0.62, 0.16]]}



[4]
{"formula": "C7H14N2O2", "method": "ωB97M-V/def2-TZVPD", "e_lumo_ev": -0.03, "homo_ev": -7.75, "largest_force_ev_per_a": 5.7, "total_energy_ev": -14556.5979, "smiles": "C=C[N+](C)(C)NCCC(=O)[O-]", "multiplicity": 1, "e_above_lowest_kj_mol": 403.5, "symbols": ["C", "C", "N", "C", "C", "N", "C", "C", "C", "O", "O", "H", "H", "H", "H", "H", "H", "H", "H", "H", "H", "H", "H", "H", "H"], "coordinates": [[-0.37200, 1.88284, 1.87993], [0.14295, 0.90044, 1.00977], [-0.74248, -0.16058, 0.52292], [-0.69955, -1.22985, 1.65273], [-2.09828, 0.21406, 0.28697], [-0.18333, -0.84787, -0.65087], [0.13648, 0.05595, -1.71684], [1.57560, -0.13572, -2.28535], [2.51560, -0.63842, -1.23523], [3.09931, 0.15155, -0.41310], [2.41044, -1.87990, -1.04689], [0.23890, 2.70415, 2.23706], [-1.31715, 1.92642, 2.34291], [1.18363, 0.92809, 0.69129], [0.27152, -1.76285, 1.61599], [-0.68292, -0.72810, 2.58916], [-1.55198, -1.95042, 1.66781], [-2.51581, -0.10362, -0.64564], [-2.26589, 1.26843, 0.41314], [-2.66201, -0.25741, 1.13216], [0.68445, -1.37510, -0.46075], [-0.10992, 1.07044, -1.52807], [-0.62509, -0.15707, -2.42796], [2.02815, 0.84338, -2.44489], [1.53938, -0.71885, -3.18624]], "forces_ev_per_a": [[2.74, -2.42, -2.47], [-1.85, 4.50, 2.97], [3.25, -2.78, 0.93], [0.49, -1.13, -0.30], [-2.81, 0.24, 1.79], [-0.55, -0.37, 0.78], [0.18, -0.36, -1.23], [0.02, 2.23, 0.05], [0.27, -0.92, 3.23], [-1.06, -0.30, -1.86], [0.02, -0.37, -0.10], [0.50, -0.33, -0.29], [-1.32, -0.42, -0.02], [-0.02, -0.51, -0.35], [-0.59, 0.29, -0.41], [-0.29, 0.73, 0.62], [0.71, 0.70, -0.76], [0.28, -0.45, -0.50], [0.27, 0.44, -0.24], [-0.04, 0.48, -1.05], [0.04, -0.11, 0.78], [0.35, 1.21, 0.95], [-0.22, -0.31, -1.49], [-0.58, 0.32, -0.82], [0.21, -0.37, -0.20]]}